{
  "formula": "C14H33InNO7",
  "method": "ωB97M-V with the def2-TZVPD basis set",
  "species": ["C", "C", "C", "N", "In", "C", "C", "C", "C", "O", "C", "H", "H", "H", "H", "H", "H", "H", "H", "H", "H", "H", "H", "H", "H", "H", "H", "H", "H", "H", "H", "H", "C", "O", "C", "O", "O", "C", "H", "H", "H", "H", "H", "H", "C", "O", "C", "O", "O", "C", "H", "H", "H", "H", "H", "H"],
  "coordinates": [[-1.478, -1.260, 1.525], [-1.951, -0.368, 0.333], [-1.096, -0.574, -0.993], [-1.788, -1.360, -2.017], [-2.304, -3.331, -1.333], [-2.465, -4.820, -3.052], [-2.940, -6.247, -2.605], [-2.117, -6.858, -1.433], [-0.610, -7.092, -1.831], [0.199, -6.247, -1.024], [1.239, -6.925, -0.364], [-0.560, -1.807, 1.266], [-1.303, -0.664, 2.437], [-2.252, -2.025, 1.698], [-1.922, 0.702, 0.625], [-2.993, -0.577, 0.040], [-0.148, -1.075, -0.742], [-0.929, 0.459, -1.377], [-2.659, -0.896, -2.258], [-3.811, -3.248, -0.348], [-0.947, -3.853, -0.265], [-3.256, -4.449, -3.742], [-1.546, -4.862, -3.669], [-2.986, -6.945, -3.463], [-3.977, -6.137, -2.232], [-2.158, -6.237, -0.526], [-2.563, -7.837, -1.161], [-0.397, -8.167, -1.698], [-0.438, -6.833, -2.889], [2.237, -6.721, -0.803], [1.081, -8.010, -0.257], [1.285, -6.511, 0.664], [-1.347, 6.462, -0.461], [-1.414, 5.332, 0.405], [-0.361, 4.517, 0.310], [0.583, 4.669, -0.416], [-0.541, 3.512, 1.159], [0.520, 2.553, 1.164], [-2.249, 7.047, -0.297], [-0.481, 7.080, -0.224], [-1.317, 6.148, -1.504], [1.459, 3.019, 1.466], [0.621, 2.085, 0.186], [0.264, 1.784, 1.889], [1.860, 6.214, 2.027], [3.015, 5.879, 2.800], [4.152, 6.379, 2.322], [4.268, 7.060, 1.342], [5.142, 5.991, 3.128], [6.427, 6.461, 2.729], [0.999, 5.756, 2.509], [1.712, 7.295, 2.007], [1.945, 5.820, 1.018], [6.459, 7.550, 2.735], [6.689, 6.077, 1.744], [7.146, 6.085, 3.454]],
  "total_charge": -1,
  "energy_ha": -1324.71983,
  "molar_mass_da": 442.24,
  "homo_energy_ev": -3.8262,
  "orbital_gap_ev": 5.96,
  "e_lumo_ev": 2.13
}

{
  "formula": "C14H33LiN2O6",
  "method": "ωB97M-V with the def2-TZVPD basis set",
  "species": ["Li", "C", "C", "O", "O", "H", "H", "H", "C", "O", "C", "C", "N", "C", "C", "O", "C", "H", "H", "H", "H", "H", "H", "H", "H", "H", "H", "H", "H", "H", "H", "H", "C", "O", "C", "C", "N", "C", "C", "O", "C", "H", "H", "H", "H", "H", "H", "H", "H", "H", "H", "H", "H", "H", "H", "H"],
  "coordinates": [[0.768, -1.352, 1.177], [4.994, -3.391, 3.223], [3.766, -2.684, 2.712], [3.076, -1.971, 3.500], [3.366, -2.895, 1.548], [5.633, -3.846, 2.466], [4.549, -4.197, 3.806], [5.570, -2.787, 3.925], [1.104, 2.881, -3.589], [1.251, 1.677, -2.781], [1.626, 0.515, -3.530], [1.649, -0.687, -2.563], [0.349, -0.906, -1.969], [-0.208, -2.194, -2.427], [-1.282, -1.918, -3.506], [-2.164, -0.957, -2.994], [-3.340, -0.796, -3.771], [0.578, 2.759, -4.536], [2.130, 3.157, -3.834], [0.705, 3.706, -3.000], [2.552, 0.813, -4.023], [0.959, 0.280, -4.359], [2.348, -0.417, -1.772], [2.162, -1.562, -2.964], [-0.283, -0.274, -2.440], [-0.859, -2.684, -1.703], [0.544, -2.963, -2.606], [-1.773, -2.858, -3.757], [-0.810, -1.374, -4.324], [-4.201, -0.424, -3.215], [-3.648, -1.686, -4.318], [-3.150, 0.030, -4.456], [-0.264, 4.617, 4.048], [-0.437, 3.403, 3.387], [-0.583, 3.522, 1.938], [-0.174, 2.259, 1.230], [-0.742, 1.050, 1.930], [-2.063, 0.599, 1.398], [-2.409, -0.863, 1.908], [-1.246, -1.743, 2.187], [-1.565, -2.838, 2.880], [0.144, 4.570, 5.058], [-1.166, 5.222, 3.958], [0.509, 5.203, 3.550], [0.014, 4.283, 1.435], [-1.602, 3.821, 1.692], [0.893, 2.163, 1.029], [-0.548, 2.355, 0.211], [-0.967, 1.415, 2.844], [-2.108, 0.519, 0.312], [-2.888, 1.259, 1.667], [-3.050, -1.427, 1.230], [-2.994, -0.809, 2.826], [-2.398, -3.445, 2.524], [-1.638, -2.663, 3.953], [-0.677, -3.470, 2.884]],
  "total_charge": 0,
  "relative_energy_kcal_mol": 108.0,
  "energy_ha": -1121.56320,
  "molar_mass_da": 332.37,
  "homo_energy_ev": -6.7108,
  "orbital_gap_ev": 7.02,
  "e_lumo_ev": 0.31
}

{
  "formula": "C14H33O5P3",
  "method": "ωB97M-V with the def2-TZVPD basis set",
  "species": ["C", "P", "O", "P", "P", "C", "O", "H", "H", "H", "H", "H", "H", "H", "H", "H", "C", "C", "C", "O", "C", "H", "H", "H", "H", "H", "H", "H", "H", "C", "C", "C", "O", "C", "H", "H", "H", "H", "H", "H", "H", "H", "C", "C", "C", "O", "C", "H", "H", "H", "H", "H", "H", "H", "H"],
  "coordinates": [[-3.624, 1.092, -0.352], [-4.069, 0.736, 1.440], [-2.682, 0.994, 2.424], [-5.538, 2.193, 2.157], [-5.580, 4.082, 1.047], [-3.899, 4.421, 0.309], [-6.619, 3.714, -0.256], [-2.684, 1.641, -0.451], [-4.405, 1.765, -0.737], [-3.619, 0.176, -0.935], [-2.101, 1.593, 1.956], [-5.241, 2.529, 3.509], [-3.504, 5.377, 0.652], [-3.925, 4.399, -0.784], [-3.203, 3.657, 0.669], [-7.459, 3.540, 0.146], [1.393, -1.026, 1.300], [1.856, -0.710, -0.114], [0.567, -0.853, -0.907], [-0.500, -0.490, -0.021], [0.006, -0.409, 1.318], [2.045, -0.631, 2.075], [1.323, -2.108, 1.435], [2.215, 0.322, -0.166], [2.649, -1.364, -0.475], [0.407, -1.889, -1.226], [0.542, -0.212, -1.790], [0.048, 0.651, 1.597], [-0.676, -0.918, 1.999], [4.959, -3.893, 4.094], [3.941, -3.774, 5.217], [3.311, -2.422, 4.926], [3.367, -2.242, 3.505], [4.222, -3.241, 2.936], [5.260, -4.917, 3.880], [5.855, -3.317, 4.340], [3.191, -4.564, 5.125], [4.377, -3.832, 6.214], [3.877, -1.610, 5.395], [2.274, -2.359, 5.259], [3.593, -3.965, 2.406], [4.895, -2.774, 2.215], [-0.781, 1.123, -5.520], [0.532, 1.688, -6.037], [1.548, 0.933, -5.197], [0.972, -0.345, -4.906], [-0.416, -0.329, -5.263], [-1.613, 1.233, -6.215], [-1.054, 1.613, -4.581], [0.656, 1.434, -7.093], [0.616, 2.769, -5.935], [1.737, 1.446, -4.247], [2.500, 0.793, -5.710], [-0.543, -0.936, -6.166], [-1.002, -0.777, -4.459]],
  "total_charge": 0,
  "energy_ha": -1953.42072,
  "molar_mass_da": 374.33,
  "homo_energy_ev": -7.4602,
  "orbital_gap_ev": 8.05,
  "e_lumo_ev": 0.59
}